A 6-piece molecular cluster, C48H79BF2NO17PS overall, computed with wB97M-V/def2-TZVPD.

Positions of all 150 atoms, in Å:
C 2.416 -7.355 0.709
C 2.002 -6.572 -0.628
B 0.605 -5.827 -0.264
O -0.426 -6.681 0.192
C 0.452 -4.238 -0.378
C 1.334 -3.366 0.396
C 1.250 -1.900 0.392
C 0.218 -1.262 -0.435
C -0.660 -2.153 -1.245
C -0.572 -3.612 -1.244
P -1.796 -4.525 -2.346
C -2.860 -5.711 -1.354
C -0.671 -5.481 -3.546
C 0.393 -4.401 -4.078
S -1.918 -1.250 -2.232
C -2.445 -0.012 -0.984
C -1.324 0.579 -0.218
C -1.627 1.559 0.826
C -3.012 1.936 1.106
C -3.324 2.959 2.243
C -2.069 3.449 3.059
C -1.529 2.437 4.163
C -2.231 1.024 4.172
C 0.037 2.153 4.033
C -4.089 1.309 0.321
F -5.373 1.681 0.666
C -3.850 0.331 -0.747
C -4.962 -0.365 -1.583
C -5.448 -1.662 -0.772
C -6.146 0.593 -2.044
C -7.519 -0.199 -2.038
N 0.068 0.198 -0.436
C 0.640 0.786 -1.686
C -0.165 2.011 -2.255
O -0.864 1.825 -3.198
F -0.100 3.300 -1.757
H 1.833 -8.311 0.765
H 3.507 -7.614 0.689
H 2.139 -6.778 1.638
H 2.811 -5.812 -0.824
H 1.849 -7.267 -1.496
H -0.979 -6.101 0.753
H 2.123 -3.826 1.033
H 1.936 -1.262 1.003
H -3.921 -5.655 -1.708
H -2.865 -5.514 -0.250
H -2.534 -6.786 -1.472
H -0.093 -6.276 -3.006
H -1.266 -5.925 -4.389
H 0.564 -4.586 -5.171
H -0.092 -3.395 -3.960
H 1.361 -4.478 -3.516
H -0.744 1.963 1.381
H -4.103 2.613 2.969
H -3.747 3.875 1.731
H -1.198 3.711 2.388
H -2.337 4.421 3.566
H -1.656 2.947 5.158
H -3.318 1.183 4.378
H -2.058 0.449 3.229
H -1.806 0.400 5.008
H 0.500 1.854 5.011
H 0.588 3.033 3.605
H 0.191 1.287 3.328
H -4.513 -0.783 -2.529
H -6.197 -1.428 0.019
H -4.507 -2.136 -0.378
H -5.848 -2.374 -1.549
H -6.189 1.582 -1.507
H -5.952 0.838 -3.131
H -7.354 -1.109 -2.686
H -8.344 0.371 -2.557
H -7.885 -0.460 -1.016
H 1.667 1.179 -1.407
H 0.804 -0.038 -2.425
C 5.486 -5.091 4.376
C 4.918 -4.151 5.421
O 5.446 -2.827 5.273
C 4.928 -2.107 4.274
O 4.068 -2.468 3.510
O 5.547 -0.920 4.251
C 5.156 -0.084 3.162
H 6.578 -5.071 4.396
H 5.146 -6.113 4.551
H 5.180 -4.796 3.371
H 5.212 -4.493 6.414
H 3.826 -4.133 5.397
H 4.073 0.043 3.129
H 5.522 -0.500 2.223
H 5.614 0.892 3.313
C -12.133 5.132 0.324
C -11.692 3.688 0.463
O -10.709 3.347 -0.523
C -9.472 3.798 -0.285
O -9.123 4.445 0.669
O -8.691 3.426 -1.306
C -7.358 3.929 -1.229
H -12.474 5.332 -0.694
H -12.942 5.357 1.020
H -11.309 5.818 0.524
H -12.545 3.030 0.290
H -11.319 3.475 1.467
H -6.894 3.678 -0.274
H -7.360 5.009 -1.383
H -6.777 3.467 -2.024
C 2.455 2.093 -5.001
C 2.915 0.662 -4.848
O 3.914 0.328 -5.819
C 5.141 0.800 -5.570
O 5.469 1.459 -4.616
O 5.940 0.432 -6.579
C 7.265 0.957 -6.489
H 2.121 2.286 -6.022
H 1.638 2.307 -4.312
H 3.266 2.794 -4.796
H 2.072 -0.009 -5.024
H 3.280 0.464 -3.837
H 7.720 0.721 -5.527
H 7.249 2.035 -6.652
H 7.862 0.498 -7.276
C 14.184 1.764 -7.721
C 13.688 0.424 -8.226
O 13.335 -0.444 -7.140
C 12.166 -0.180 -6.548
O 11.398 0.700 -6.849
O 12.003 -1.051 -5.544
C 10.833 -0.815 -4.762
H 15.002 1.627 -7.010
H 14.532 2.384 -8.549
H 13.395 2.306 -7.197
H 14.489 -0.076 -8.773
H 12.849 0.537 -8.915
H 9.941 -0.770 -5.387
H 10.948 0.107 -4.190
H 10.724 -1.644 -4.064
C -3.470 6.315 9.149
C -4.075 5.620 7.945
O -3.661 4.249 7.873
C -4.272 3.415 8.721
O -5.126 3.711 9.518
O -3.750 2.194 8.549
C -4.246 1.219 9.467
H -2.383 6.204 9.149
H -3.719 7.377 9.147
H -3.835 5.880 10.081
H -3.717 6.100 7.033
H -5.164 5.693 7.942
H -5.335 1.182 9.455
H -3.880 1.435 10.472
H -3.862 0.248 9.158

As for the net charge: 0. The HOMO energy comes out at -7.8 eV. Its SMILES is CCB(O)c1ccc2c(c1P(C)CC)Sc1c(cc(CCC(C)C)c(F)c1[C@@H](C)CC)N2CC(=O)F.CCOC(=O)OC.CCOC(=O)OC.CCOC(=O)OC.CCOC(=O)OC.CCOC(=O)OC.


The molecule C5H7ClOS, computed with wB97M-V/def2-TZVPD.

Positions of all 15 atoms, in Å:
C -2.161 -1.216 -0.369
C -1.074 -0.448 0.324
O -0.892 0.797 -0.301
C 0.326 1.361 0.129
C 1.374 0.252 0.048
C 2.674 0.478 -0.088
Cl 3.849 -0.787 -0.118
S 0.578 -1.303 0.202
H -3.095 -0.663 -0.295
H -2.295 -2.204 0.073
H -1.918 -1.315 -1.447
H -1.296 -0.324 1.383
H 0.562 2.178 -0.526
H 0.237 1.716 1.184
H 3.133 1.480 -0.198

As for the net charge: 0. As for the relative energy (zero: lowest compared OMol25 entry of this formula, charge and spin): 37.7 kJ/mol. The HOMO energy comes out at -8.4 eV. Its SMILES is C[C@@H]1OC/C(=C/Cl)S1.


BrHIP as an isolated structure, computed with wB97M-V/def2-TZVPD.

Positions of all 4 atoms, in Å:
P 0.048 -0.039 0.718
Br 0.583 1.648 -0.514
I 1.521 -1.629 -0.433
H -2.152 0.020 0.229

As for the net charge: 0. As for the relative energy (zero: lowest compared OMol25 entry of this formula, charge and spin): 240.5 kJ/mol. The HOMO energy (spin up / spin down) comes out at -9.3 / -8.9 eV.


A 8-piece molecular cluster, C32H55F9O21 overall, computed with wB97M-V/def2-TZVPD.

Positions of all 117 atoms, in Å:
C 1.953 -3.498 -1.974
C 1.848 -4.665 -1.004
O 2.747 -4.494 0.108
C 3.170 -5.558 0.824
O 2.929 -6.694 0.570
C 4.077 -5.174 2.019
F 5.345 -5.097 1.601
F 3.735 -3.983 2.508
F 4.001 -6.101 2.954
H 2.839 -3.628 -2.599
H 2.093 -2.511 -1.534
H 1.049 -3.476 -2.581
H 2.041 -5.641 -1.447
H 0.839 -4.696 -0.590
C -1.848 -0.419 4.058
C -1.973 -1.709 4.768
O -1.809 -1.542 6.179
C -1.674 -2.609 6.937
O -1.595 -3.724 6.498
C -1.747 -2.254 8.442
F -1.399 -0.995 8.653
F -2.992 -2.475 8.857
F -0.944 -3.055 9.143
H -2.468 -0.386 3.164
H -0.790 -0.216 3.902
H -2.283 0.412 4.625
H -1.272 -2.414 4.319
H -2.934 -2.217 4.626
C -2.051 2.017 0.341
C -2.306 1.870 -1.130
O -1.073 1.459 -1.776
C -1.178 0.592 -2.770
O -2.202 0.236 -3.260
C 0.214 0.111 -3.268
F 1.094 0.060 -2.256
F 0.114 -1.112 -3.751
F 0.671 0.982 -4.166
H -1.128 2.584 0.497
H -1.947 1.098 0.921
H -2.818 2.642 0.804
H -2.408 2.871 -1.556
H -3.091 1.161 -1.380
C 0.116 -5.393 3.111
C 0.410 -4.002 2.580
O -0.470 -3.927 1.448
C -1.048 -2.791 1.079
O -0.844 -1.685 1.484
O -1.908 -3.107 0.112
C -2.421 -2.004 -0.642
H -0.883 -5.527 3.523
H 0.848 -5.673 3.874
H 0.228 -6.162 2.342
H 1.457 -3.937 2.308
H 0.117 -3.287 3.344
H -2.723 -1.144 -0.046
H -3.257 -2.441 -1.176
H -1.649 -1.643 -1.321
C 3.349 -0.660 -5.250
C 3.422 0.637 -6.079
O 4.189 0.422 -7.266
C 5.489 0.306 -7.154
O 6.116 0.275 -6.133
O 5.990 0.165 -8.382
C 7.386 -0.040 -8.473
H 3.135 -0.483 -4.194
H 4.363 -1.053 -5.203
H 2.573 -1.301 -5.658
H 3.826 1.476 -5.512
H 2.435 0.987 -6.370
H 7.877 0.561 -7.707
H 7.770 0.206 -9.459
H 7.685 -1.075 -8.291
C 2.098 -3.261 5.960
C 1.849 -1.812 5.588
O 2.092 -1.617 4.178
C 2.017 -0.412 3.690
O 1.629 0.573 4.250
O 2.284 -0.475 2.375
C 1.789 0.605 1.615
H 1.889 -3.340 7.028
H 3.159 -3.478 5.834
H 1.512 -4.020 5.446
H 2.631 -1.223 6.072
H 0.872 -1.414 5.857
H 1.904 0.483 0.539
H 2.377 1.500 1.844
H 0.733 0.797 1.809
C -3.862 3.768 -6.988
C -4.459 2.600 -6.223
O -5.141 3.112 -5.053
C -4.395 3.519 -4.019
O -3.206 3.546 -3.935
O -5.167 3.763 -2.955
C -6.586 3.638 -3.035
H -2.922 4.077 -6.535
H -4.541 4.621 -6.934
H -3.740 3.558 -8.050
H -3.739 1.878 -5.835
H -5.205 2.055 -6.795
H -6.894 2.601 -3.134
H -6.998 4.272 -3.818
H -6.969 4.065 -2.110
C -1.625 8.367 0.858
C -1.280 6.881 0.796
O -1.389 6.376 2.107
C -0.641 5.352 2.491
O 0.178 4.820 1.775
O -0.884 5.028 3.736
C -0.216 3.873 4.234
H -0.876 8.868 1.467
H -2.639 8.420 1.254
H -1.646 8.808 -0.138
H -0.289 6.741 0.361
H -1.973 6.373 0.119
H -0.827 2.987 4.060
H -0.047 4.012 5.297
H 0.738 3.661 3.757

As for the net charge: 0. As for the relative energy (zero: lowest compared OMol25 entry of this formula, charge and spin): 66.0 kJ/mol. The HOMO energy comes out at -10.7 eV. Its SMILES is CCOC(=O)C(F)(F)F.CCOC(=O)C(F)(F)F.CCOC(=O)C(F)(F)F.CCOC(=O)OC.CCOC(=O)OC.CCOC(=O)OC.CCOC(=O)OC.CCOC(=O)OC.


C50H48BrN6OS3SeSiTl as an isolated structure, computed with wB97M-V/def2-TZVPD.

Positions of all 112 atoms, in Å:
Tl -0.106 -0.246 0.986
S -0.185 -1.955 -0.710
C -1.914 -2.177 -1.036
C -2.191 -3.068 -2.077
C -3.492 -3.375 -2.439
C -4.543 -2.792 -1.743
C -4.277 -1.909 -0.712
C -2.971 -1.568 -0.335
S -2.768 -0.374 0.936
H -1.363 -3.525 -2.608
H -3.680 -4.066 -3.251
H -5.568 -3.024 -2.002
H -5.095 -1.451 -0.170
N -0.673 -4.604 2.369
C -2.001 -4.609 2.848
C -2.848 -5.650 2.510
C -4.159 -5.667 2.971
C -4.621 -4.638 3.772
C -3.771 -3.589 4.103
C -2.463 -3.573 3.651
S -1.403 -2.237 4.106
N -0.055 -2.436 3.109
C 0.159 -3.510 2.458
C 1.453 -3.639 1.721
C 2.012 -4.881 1.438
C 3.202 -4.926 0.727
C 3.789 -3.739 0.325
C 3.164 -2.547 0.674
N 2.031 -2.498 1.358
H -0.502 -5.210 1.583
H -2.479 -6.451 1.879
H -4.813 -6.485 2.697
H -5.641 -4.640 4.133
H -4.128 -2.770 4.717
H 1.556 -5.796 1.792
H 3.662 -5.879 0.497
H 4.710 -3.727 -0.241
H 3.581 -1.589 0.386
C -2.480 0.629 -2.691
N -2.281 2.018 -3.066
C -3.060 2.756 -3.933
C -2.494 3.976 -4.036
N -1.373 3.970 -3.229
C -0.427 5.053 -3.059
C -1.233 2.756 -2.640
Se 0.139 2.234 -1.544
H -3.447 0.296 -3.062
H -2.454 0.552 -1.608
H -1.687 0.011 -3.113
H -3.949 2.353 -4.383
H -2.791 4.845 -4.595
H -0.835 5.946 -3.528
H 0.528 4.792 -3.517
H -0.261 5.226 -1.996
C 2.290 2.600 -6.978
C 2.372 1.819 -5.695
C 1.738 0.591 -5.562
C 1.815 -0.140 -4.385
C 1.098 -1.463 -4.298
C 2.518 0.401 -3.297
C 2.481 -0.339 -2.025
O 2.569 0.162 -0.924
C 3.161 1.646 -3.404
C 3.907 2.281 -2.266
C 3.089 2.319 -4.615
H 1.709 2.066 -7.729
H 3.285 2.786 -7.387
H 1.820 3.571 -6.813
H 1.173 0.190 -6.397
H 0.584 -1.673 -5.236
H 0.363 -1.474 -3.490
H 1.788 -2.289 -4.109
H 2.324 -1.428 -2.106
H 3.200 2.713 -1.555
H 4.554 3.075 -2.641
H 4.519 1.567 -1.716
H 3.597 3.274 -4.713
Br 6.466 1.934 0.890
C 5.328 0.869 1.962
C 5.848 0.072 2.963
C 4.963 -0.691 3.710
C 3.611 -0.624 3.411
N 3.119 0.144 2.445
C 3.958 0.887 1.733
H 6.913 0.048 3.154
H 5.318 -1.330 4.507
H 2.887 -1.225 3.953
H 3.536 1.496 0.942
C -2.481 0.566 6.417
C -1.095 0.607 6.441
C -0.394 0.933 5.288
C -1.061 1.216 4.093
C -2.457 1.178 4.091
C -3.161 0.858 5.241
Si -0.013 1.682 2.614
C -0.598 3.234 1.763
C -1.877 3.339 1.210
C -2.294 4.517 0.612
C -1.437 5.609 0.553
C -0.161 5.517 1.090
C 0.253 4.336 1.692
H -3.032 0.312 7.314
H -0.559 0.383 7.355
H 0.690 0.961 5.320
H -3.010 1.385 3.184
H -4.243 0.831 5.216
H 1.353 1.878 3.127
H -2.543 2.483 1.209
H -3.288 4.582 0.185
H -1.765 6.531 0.089
H 0.512 6.364 1.043
H 1.254 4.273 2.103

As for the net charge: 0. As for the relative energy (zero: lowest compared OMol25 entry of this formula, charge and spin): 92.7 kJ/mol. The HOMO energy comes out at -6.8 eV.


A 2-piece molecular cluster, C3H2Cl2S overall, computed with wB97M-V/def2-TZVPD.

Positions of all 8 atoms, in Å:
C 0.100 0.499 -0.534
C 0.759 1.541 -0.706
C -0.829 1.248 1.836
S 2.080 0.457 -0.224
Cl 0.056 2.757 2.135
Cl -2.426 1.588 1.631
H -0.556 -0.281 -0.670
H 0.565 2.533 -0.977

As for the net charge: 0. As for the relative energy (zero: lowest compared OMol25 entry of this formula, charge and spin): 465.2 kJ/mol. The HOMO energy comes out at -8.1 eV.


| no. | M (g mol⁻¹) | E (a.u.) |
| --- | --- | --- |
| 1 | 1053.999 | -4174.3318 |
| 2 | 150.630 | -1128.3139 |
| 3 | 238.790 | -3213.5864 |
| 4 | 946.753 | -3731.2338 |
| 5 | 1236.509 | -8969.9515 |
| 6 | 141.022 | -1433.8588 |